This record from the OMol25 dataset describes a molecular structure, C22H49B3Cl2N6O5P2 in a non-equilibrium geometry. The level of theory is the ωB97M-V functional and the def2-TZVPD basis.

Output
Kohn-Sham gap	7.06	eV
E	-3250.07926	hartree
strongest force on any atom	0.138	hartree/bohr
ΔE to the lowest compared entry with this formula, charge and spin	280.4	kJ/mol
HOMO level	-7.75	eV

The geometry in ORCA input format:
```
! wB97M-V def2-TZVPD RIJCOSX def2/J DEFGRID3
* xyz 0 1
C 1.1756 7.0136 1.1747
C 0.9885 5.7482 0.2617
Cl -0.8026 5.5644 -0.0305
C 1.5318 4.3825 0.9020
Cl 0.2327 3.2459 1.5054
B 2.6044 4.6118 2.0791
O 2.3065 5.0007 3.4003
B 3.2828 5.9043 3.9195
O 4.4872 6.2341 3.2581
B 4.5176 5.7639 1.9209
C 5.0479 6.6145 0.6571
C 6.3537 7.3786 1.0911
C 6.3353 8.4263 2.1269
C 7.5229 9.1323 2.5917
C 8.8092 8.7692 1.9794
C 8.8254 7.7546 0.9243
C 7.6306 7.0441 0.4589
O 3.9837 4.4459 1.7264
H 2.2187 7.4424 1.1500
H 0.5198 7.8218 0.7347
H 0.8200 6.8805 2.2291
H 1.5746 5.9194 -0.6792
H 2.0557 3.8243 0.0751
H 3.1137 6.3981 4.9889
H 5.3203 5.8914 -0.1609
H 4.2632 7.2964 0.2290
H 5.3317 8.6388 2.5750
H 7.4041 9.8891 3.4003
H 9.7176 9.2874 2.3547
H 9.7935 7.4999 0.4389
H 7.7260 6.2762 -0.3506
O -2.0575 -0.4973 -4.5000
P -2.3502 0.1346 -3.1366
N -1.0860 -0.6829 -2.3027
C -1.0663 -2.1251 -2.1242
C 0.2411 -0.2134 -2.6856
N -3.9021 -0.5637 -2.9527
C -4.3058 -1.5026 -1.9276
C -4.6483 -0.8349 -4.1797
N -2.7036 1.0183 -1.6197
C -2.7886 2.4645 -1.8785
C -2.0612 0.8089 -0.3297
H -0.2529 -2.4095 -1.4501
H -0.9472 -2.6684 -3.0685
H -1.9641 -2.4768 -1.6222
H 0.3017 0.8767 -2.5706
H 0.4777 -0.4602 -3.7243
H 1.0160 -0.6358 -2.0382
H -4.0395 -2.5310 -2.1960
H -5.3938 -1.4716 -1.7954
H -3.8868 -1.2749 -0.9499
H -4.3221 -1.7770 -4.6403
H -4.5187 -0.0307 -4.9003
H -5.7199 -0.9070 -3.9752
H -1.7973 2.8936 -2.0597
H -3.2550 2.9947 -1.0446
H -3.4060 2.6539 -2.7638
H -1.0177 1.1405 -0.3211
H -2.1008 -0.2328 -0.0134
H -2.5935 1.3706 0.4464
O -2.0556 -4.8447 -0.3145
P -2.5846 -6.2172 0.1078
N -2.2434 -6.0131 1.7841
C -0.8934 -5.8816 2.3027
C -3.1151 -5.0321 2.4233
N -1.4178 -7.1238 -0.7544
C -0.4201 -8.0037 -0.1857
C -0.8900 -6.5181 -1.9766
N -3.3344 -7.7935 0.5078
C -4.6658 -7.8981 -0.1103
C -3.3748 -8.4214 1.8213
H -0.9098 -5.9035 3.3966
H -0.3998 -4.9594 1.9762
H -0.2759 -6.7333 2.0250
H -4.1663 -5.2871 2.2385
H -2.9383 -4.0213 2.0456
H -2.9844 -5.0295 3.5097
H 0.4685 -7.4494 0.1366
H -0.0935 -8.7362 -0.9325
H -0.7932 -8.5889 0.6524
H -0.0990 -5.7916 -1.7476
H -1.6769 -6.0138 -2.5327
H -0.4730 -7.2804 -2.6396
H -5.3937 -7.2646 0.4076
H -5.0296 -8.9283 -0.1076
H -4.6225 -7.5770 -1.1568
H -4.0316 -7.8946 2.5223
H -2.3847 -8.5069 2.2666
H -3.7453 -9.4481 1.7269
*
```